A structure of composition C10H11FMoN3SSe3Te. Source: the OMol25 dataset; level of theory: ωB97M-V/def2-TZVPD.

```
31
C10H11FMoN3SSe3Te ωB97M-V/def2-TZVPD
Te 3.631 3.679 -1.134
Mo 0.754 1.027 0.099
Se 2.094 1.756 1.769
Se 3.758 3.378 1.305
Se 1.648 2.177 -1.702
S 1.044 -3.412 0.760
F -5.079 2.422 0.331
N -0.662 -2.372 2.607
N 1.154 -1.065 -0.089
N 0.294 -0.998 0.983
C -1.791 1.257 -0.464
C -3.167 1.399 -0.543
C 2.561 -2.520 -1.488
C 1.792 -2.634 -2.807
C -1.661 2.769 1.405
C -3.033 2.939 1.340
C 0.131 -2.160 1.551
C -3.754 2.252 0.374
C 1.643 -2.226 -0.348
C -1.032 1.921 0.495
H -1.087 3.299 2.153
H 2.481 -2.851 -3.621
H 3.109 -3.439 -1.280
H 3.292 -1.711 -1.534
H -0.700 -3.262 3.071
H -1.302 0.607 -1.208
H -1.118 -1.586 3.040
H 1.053 -3.434 -2.766
H -3.560 3.592 2.022
H 1.279 -1.700 -3.036
H -3.771 0.896 -1.284
```

For the energy above the lowest of the compared OMol25 structures with the same formula, charge and spin, the calculation gives 5.2 kJ/mol. The calculation puts the HOMO energy (alpha / beta) at -10.18 / -10.18 eV. The HOMO-LUMO gap (alpha / beta) is 5.77 / 5.77 eV. The total charge is +1. The value obtained for the calculated total energy is -233753.505 eV.

A structure of composition C10H11I2O6S2 in a non-equilibrium geometry. Source: the OMol25 dataset; level of theory: ωB97M-V/def2-TZVPD.

```
31
C10H11I2O6S2 ωB97M-V/def2-TZVPD
I -0.556 5.323 0.258
I 2.476 5.347 -1.347
S -1.821 2.836 -1.744
S -0.784 2.217 -0.060
O 0.110 0.452 -2.719
O -1.480 -0.891 0.907
O 0.889 0.522 -1.498
O 0.785 -4.907 0.178
O -3.172 -2.129 2.657
O -1.082 -6.240 1.715
C -0.125 -4.271 0.700
C 1.601 3.424 -0.953
C -1.336 -2.141 1.128
C -0.324 -2.867 0.542
C -1.167 -5.012 1.600
C 0.006 0.598 -0.437
C 0.518 3.471 0.116
C -2.320 -2.840 2.097
C -2.150 -4.227 2.246
C 2.734 2.476 -0.544
H -1.857 1.614 -2.279
H 0.591 0.398 0.457
H 0.917 3.315 1.108
H 2.349 1.710 0.120
H 0.639 1.002 -3.302
H 0.369 -2.313 -0.097
H 1.170 3.128 -1.897
H -0.798 -0.167 -0.405
H 3.531 2.999 -0.039
H 3.107 1.948 -1.410
H -2.822 -4.773 2.901
```

The calculation puts the HOMO energy at -2.47 eV. The HOMO-LUMO gap is 2.59 eV. The total charge is -1. The value obtained for the calculated total energy is -60698.793 eV.